Entry 1:
Formula: C32H28BiBrF5N9O2S3Te
Source: the OMol25 dataset
Level of theory: the ωB97M-V functional and the def2-TZVPD basis

Last column: Löwdin charge in e.
Element x y z (Å)
Bi: -0.3368 -0.7329 0.0970  1.84
C: 0.1246 -1.1640 3.7902  -0.08
C: 0.1731 -2.4992 3.8151  -0.08
C: 1.1651 -2.9680 2.8215  -0.08
C: 1.7160 -1.9092 2.2189  -0.10
C: 1.1308 -0.6391 2.7936  -0.46
H: -0.4989 -0.5132 4.3880  0.10
H: -0.3981 -3.1516 4.4619  0.10
H: 1.4021 -4.0057 2.6321  0.10
H: 2.4843 -1.9069 1.4586  0.11
H: 1.9270 -0.1159 3.3453  0.14
N: -3.5854 -3.2433 0.2969  0.10
C: -3.3462 -2.9149 -1.0198  -0.71
N: -2.4418 -2.0653 -1.3893  0.00
C: -2.3883 -1.9764 -2.7655  -0.35
C: -3.3038 -2.7233 -3.4269  -0.35
S: -4.2503 -3.6247 -2.3101  1.06
C: -1.3843 -1.1144 -3.3970  -0.34
C: -1.1460 -1.0603 -4.7256  -0.36
S: -0.0118 0.1858 -5.0712  1.06
C: 0.0857 0.5389 -3.3679  -0.68
N: -0.6442 -0.2392 -2.6139  0.03
N: 0.8585 1.5706 -2.9822  0.12
H: -2.7620 -3.1534 0.8739  0.08
H: -4.0542 -4.1235 0.4415  0.09
H: -3.4783 -2.7922 -4.4865  0.07
H: -1.5845 -1.6557 -5.5074  0.07
H: 1.3924 2.0627 -3.6750  0.10
H: 0.9721 1.8960 -2.0385  0.06
Br: 1.7648 0.3993 6.6135  0.77
C: 0.3867 1.5704 6.0567  -0.69
C: -0.8227 1.5676 6.7320  -0.12
C: -1.8231 2.4384 6.3297  -0.04
C: -1.6292 3.2676 5.2345  -0.27
C: -0.4004 3.2795 4.5806  0.00
C: 0.6143 2.4293 4.9919  -0.11
N: -2.7037 4.1864 4.9275  0.08
N: -3.1637 4.3269 3.7869  0.08
C: -2.6666 3.5218 2.6990  -0.24
C: -2.0726 4.1391 1.6376  -0.01
C: -1.4593 3.3909 0.6190  0.00
C: -1.4747 2.0159 0.6479  -0.36
O: -0.8204 1.3119 -0.2727  -0.35
C: -2.1994 1.3583 1.6860  -0.15
N: -2.2279 -0.0056 1.6800  0.02
C: -2.8812 -0.6296 2.6247  -0.14
C: -3.5791 0.0358 3.6484  -0.03
C: -3.5356 1.3982 3.6923  0.01
C: -2.8090 2.1095 2.7109  -0.09
H: -0.9736 0.9075 7.5751  0.10
H: -2.7643 2.4790 6.8639  0.12
H: -0.2197 3.9534 3.7554  0.12
H: 1.5652 2.4334 4.4787  0.09
H: -2.0099 5.2202 1.6235  0.12
H: -0.9143 3.8844 -0.1745  0.11
H: -2.8617 -1.7122 2.6088  0.10
H: -4.1262 -0.5372 4.3835  0.11
H: -4.0564 1.9407 4.4702  0.12
F: 2.3811 3.0158 2.2317  -0.44
Te: 2.0884 2.0246 0.6503  2.01
F: 3.5153 2.3612 -0.5392  -0.46
F: 3.4045 0.8913 1.4657  -0.47
F: 1.5592 3.8031 -0.0134  -0.54
F: 1.6455 -0.2682 -0.7083  -0.60
O: 0.5925 0.2424 1.8279  -0.55
C: 3.5095 -0.7148 -3.4620  0.01
C: 2.6602 -1.9310 -3.6164  -0.28
C: 2.5164 -2.6573 -4.7627  0.01
C: 1.6054 -3.7354 -4.7320  -0.32
N: 0.9548 -4.1028 -3.6489  0.11
C: 1.1343 -3.4100 -2.4988  -0.83
S: 0.3745 -3.8143 -1.0627  0.57
N: 1.9713 -2.3240 -2.5295  0.10
C: 1.3102 -4.4987 -5.9868  -0.02
H: 4.0472 -0.5076 -4.3830  0.09
H: 4.2273 -0.8565 -2.6518  0.10
H: 2.8970 0.1461 -3.1844  0.06
H: 3.0502 -2.3915 -5.6624  0.12
H: 1.9861 -1.7048 -1.7129  0.08
H: 2.1528 -4.4879 -6.6765  0.08
H: 0.4610 -4.0268 -6.4850  0.08
H: 1.0300 -5.5215 -5.7470  0.08

Forces on atoms 1 to 6 (eV/Å):
Bi 0.0 0.1 0.1
C 0.0 0.0 0.0
C 0.0 0.0 0.0
C 0.0 0.0 0.0
C 0.0 0.0 0.0
C 0.0 0.1 0.0

Computed properties:
**Energy relative to the best compared isomer or geometry (same formula, charge and spin)**: 0.0 kJ/mol
**Highest occupied orbital energy**: -7.91 eV
**LUMO energy**: -0.28 eV
**Charge**: 0

Entry 2:
Formula: C32H28Cl3CrN3O4S
Source: the OMol25 dataset
Level of theory: the ωB97M-V functional and the def2-TZVPD basis

Last column: Löwdin spin population.
Element x y z (Å)
Cr: 1.8974 -0.2349 -0.3558  1.05
Cl: -1.3418 1.1353 6.1613  0.00
C: -0.4122 0.6372 4.7725  0.00
C: 0.7398 -0.1382 4.9721  0.00
C: 1.4856 -0.5422 3.9006  0.00
Cl: 2.9017 -1.5050 4.1539  0.00
C: 1.1488 -0.1965 2.5518  0.00
O: 1.8894 -0.5788 1.5882  0.02
C: -0.0422 0.5714 2.4008  0.00
C: -0.5429 0.8738 1.0919  0.00
O: -0.0736 0.4675 0.0328  0.01
C: -0.7974 0.9853 3.5123  0.00
H: 1.0386 -0.4162 5.9735  0.00
H: -1.4495 1.4985 1.0510  0.00
H: -1.6937 1.5730 3.3514  0.00
N: 1.3281 -0.0662 -2.3588  0.00
N: 1.5155 1.2545 -2.8209  0.00
C: 1.7376 2.2140 -1.7902  0.00
O: 1.5509 3.3901 -2.0533  0.00
O: 2.1539 1.6949 -0.6904  0.00
H: 1.8178 -0.7340 -2.9414  0.00
H: 0.3497 -0.3515 -2.2861  0.00
H: 0.8570 1.5662 -3.5182  0.00
C: -5.5542 2.2540 -0.5576  0.00
C: -5.2049 1.1449 -1.5614  0.00
C: -6.4933 0.4468 -2.0186  0.00
C: -4.5505 1.7998 -2.7795  0.00
C: -4.2884 0.1151 -0.9003  0.00
C: -4.6772 -0.4637 0.3225  0.00
C: -3.8960 -1.3947 0.9745  0.00
C: -2.6866 -1.7688 0.3970  0.00
S: -1.4575 -2.8419 0.9687  0.00
C: -0.5007 -2.4806 -0.4577  0.00
N: -1.0522 -1.6596 -1.2901  0.00
C: -2.2835 -1.2263 -0.8271  0.00
C: -3.0921 -0.2841 -1.4694  0.00
C: 0.8240 -3.1158 -0.6082  0.00
C: 0.8308 -4.5157 -0.5709  0.00
C: 1.9987 -5.2142 -0.8165  0.00
C: 3.1515 -4.4943 -1.0933  0.00
C: 3.1372 -3.1058 -1.0624  0.00
C: 1.9949 -2.3410 -0.7847  -0.02
H: -6.1302 3.0397 -1.0520  0.00
H: -4.6460 2.7017 -0.1496  0.00
H: -6.1511 1.8795 0.2747  0.00
H: -7.1790 1.1705 -2.4674  0.00
H: -7.0040 -0.0318 -1.1812  0.00
H: -6.2674 -0.3217 -2.7603  0.00
H: -5.2173 2.5622 -3.1869  0.00
H: -4.3579 1.0718 -3.5702  0.00
H: -3.6074 2.2819 -2.5157  0.00
H: -5.6139 -0.1686 0.7793  0.00
H: -4.2128 -1.8090 1.9235  0.00
H: -2.7305 0.1374 -2.3974  0.00
H: -0.0977 -5.0480 -0.3928  0.00
H: 2.0040 -6.2975 -0.8108  0.00
H: 4.0768 -5.0168 -1.3105  0.00
H: 4.0789 -2.6009 -1.2371  0.00
Cl: 5.1139 1.8044 -2.3209  0.00
C: 5.1547 1.9164 -0.5781  0.00
C: 5.7101 3.0593 -0.0265  0.00
C: 5.7660 3.2013 1.3507  -0.01
C: 5.2666 2.1857 2.1548  0.00
C: 4.7150 1.0529 1.5836  0.00
C: 4.6272 0.8763 0.1946  0.00
C: 3.9871 -0.3330 -0.3583  -0.02
H: 6.0850 3.8331 -0.6831  0.00
H: 6.1924 4.0963 1.7868  0.00
H: 5.3044 2.2777 3.2343  0.00
H: 4.3223 0.2643 2.2146  0.00
H: 4.1956 -1.1792 0.2981  0.00
H: 4.3563 -0.5583 -1.3607  0.00

Forces on atoms 1 to 6 (eV/Å):
Cr 0.0 -0.3 0.4
Cl 0.0 0.0 0.0
C 0.0 0.0 0.0
C 0.0 0.0 0.0
C 0.0 0.0 0.0
Cl 0.0 0.0 0.0

Computed properties:
**Energy relative to the best compared isomer or geometry (same formula, charge and spin)**: 0.0 kJ/mol
**⟨S²⟩**: 0.77
**Highest occupied orbital energy (alpha / beta)**: -4.74 / -4.43 eV
**LUMO energy (alpha / beta)**: 2.16 / 2.16 eV
**Multiplicity**: 2
**Charge**: -1

Entry 3:
Formula: C32H28F5N
Source: the OMol25 dataset
Level of theory: the ωB97M-V functional and the def2-TZVPD basis

Last column: Löwdin charge in e.
Element x y z (Å)
F: 19.3287 -23.5798 12.2556  0.06
C: 18.4519 -24.5854 12.1005  -0.28
C: 18.3099 -25.2309 10.8604  0.00
C: 17.3193 -26.2148 10.7408  -0.08
C: 16.5432 -26.6116 11.8169  -0.11
C: 16.7378 -25.9834 12.9988  -0.10
C: 17.5984 -24.9000 13.1306  -0.02
H: 18.7181 -24.8094 9.9537  0.10
H: 17.2198 -26.7498 9.8080  0.09
H: 15.8495 -27.4106 11.6006  0.10
H: 16.0638 -26.2789 13.7893  0.11
H: 17.6685 -24.4057 14.0883  0.12
F: 14.6457 -28.8317 4.5844  0.06
C: 14.9308 -28.8967 5.9083  -0.24
C: 13.8984 -29.1998 6.8433  -0.04
C: 14.0719 -29.2698 8.1902  -0.10
C: 15.3908 -29.2140 8.6926  -0.07
C: 16.5122 -29.0076 7.7728  -0.06
C: 16.2024 -28.7375 6.4474  -0.04
H: 12.9524 -29.4657 6.3952  0.11
H: 13.2473 -29.3508 8.8829  0.10
H: 15.4797 -29.2747 9.7672  0.08
H: 17.4861 -29.0817 8.2335  0.10
H: 17.0334 -28.5623 5.7802  0.10
F: 21.5438 -23.6020 1.2247  0.06
C: 21.3149 -22.3141 1.5101  -0.26
C: 21.4990 -21.3019 0.5616  -0.04
C: 21.4946 -19.9939 0.9113  -0.10
C: 21.1299 -19.5961 2.2195  -0.07
C: 20.7559 -20.6030 3.1455  -0.08
C: 20.9494 -21.9284 2.8131  -0.02
H: 21.7662 -21.5902 -0.4444  0.11
H: 21.6257 -19.2115 0.1786  0.10
H: 20.9912 -18.5488 2.4438  0.09
H: 20.4454 -20.3801 4.1556  0.10
H: 20.7590 -22.7565 3.4797  0.10
F: 18.7506 -26.6900 5.7560  0.03
C: 19.9804 -26.0950 5.9074  -0.27
C: 20.6428 -25.9175 4.7584  -0.01
C: 21.8118 -25.1344 4.7882  -0.07
C: 22.2993 -24.6882 5.9914  -0.10
C: 21.6082 -24.9387 7.1732  -0.07
C: 20.4163 -25.6410 7.1347  0.00
H: 20.2095 -26.2485 3.8262  0.10
H: 22.3986 -25.0441 3.8860  0.09
H: 23.1432 -24.0302 6.1370  0.09
H: 22.1065 -24.5252 8.0376  0.11
H: 19.9117 -25.7214 8.0862  0.10
F: 25.2165 -25.2177 1.6058  0.00
C: 25.3301 -25.2751 3.0004  -0.24
C: 25.1996 -26.4936 3.6732  -0.03
C: 25.3145 -26.4967 5.0460  -0.07
C: 25.5465 -25.2555 5.6876  -0.11
C: 25.6371 -24.0584 5.0019  -0.10
C: 25.5311 -24.0497 3.6167  -0.02
H: 25.0355 -27.4028 3.1140  0.11
H: 25.3236 -27.3871 5.6571  0.11
H: 25.6558 -25.3797 6.7548  0.10
H: 25.9542 -23.1438 5.4808  0.11
H: 25.6568 -23.0764 3.1659  0.12
C: 21.4282 -26.7906 0.7415  -0.06
C: 20.1647 -27.3318 1.2695  -0.29
N: 19.1965 -27.7187 1.6607  0.14
H: 21.3534 -26.5332 -0.3151  0.09
H: 22.2600 -27.4835 0.8686  0.08
H: 21.6775 -25.8777 1.2824  0.05

Forces on atoms 1 to 6 (eV/Å):
F 0.1 0.0 -0.1
C -0.7 -0.3 -1.0
C -1.0 0.4 0.3
C 1.1 0.1 -0.2
C 0.7 -0.5 -1.8
C -1.1 0.5 1.0

Computed properties:
**Energy relative to the best compared isomer or geometry (same formula, charge and spin)**: 158.0 kJ/mol
**SMILES**: Fc1ccccc1.Fc1ccccc1.Fc1ccccc1.Fc1ccccc1.Fc1ccccc1.CC#N
**Highest occupied orbital energy**: -8.93 eV
**LUMO energy**: 0.63 eV
**Charge**: 0